138
Properties=species:S:1:pos:R:3:lowdin_charge:R:1 method="wB97M-V/def2-TZVPD" relative_energy_kcal_mol=0.0 gap_ev="4.38 / 4.06" e_lumo_ev="-11.860 / -12.196" total_charge=+4
Pb -0.79 -0.74 0.30 1.50
C -1.54 4.24 3.59 0.01
N -1.91 2.92 3.08 -0.02
C -1.27 2.24 2.09 -0.35
N -1.90 1.10 1.81 0.05
C -2.98 1.03 2.62 -0.12
C -3.03 2.19 3.44 -0.05
C -4.02 2.57 4.40 -0.14
C -5.38 2.29 4.12 0.01
C -6.36 2.67 5.01 -0.01
C -6.01 3.29 6.20 0.02
C -4.67 3.56 6.51 -0.01
C -3.68 3.23 5.61 0.00
C -3.88 -0.11 2.61 -0.18
C -4.23 -0.69 1.38 -0.04
C -5.08 -1.77 1.35 -0.04
C -5.57 -2.31 2.54 -0.02
C -5.21 -1.75 3.76 -0.03
C -4.38 -0.65 3.80 -0.02
P 0.23 2.91 1.26 1.20
C -0.21 2.60 -0.47 -0.45
N -0.67 1.47 -0.99 -0.01
C -0.91 1.70 -2.31 -0.20
C -0.55 2.99 -2.62 -0.10
N -0.13 3.55 -1.43 -0.04
C 0.26 4.95 -1.25 0.01
C -0.63 3.72 -3.89 -0.19
C 0.46 4.44 -4.38 -0.06
C 0.38 5.11 -5.59 -0.05
C -0.81 5.07 -6.32 -0.04
C -1.90 4.36 -5.84 -0.04
C -1.81 3.68 -4.63 -0.02
C -1.48 0.65 -3.18 -0.19
C -2.62 -0.03 -2.75 -0.06
C -3.21 -0.99 -3.56 -0.07
C -2.67 -1.29 -4.80 -0.06
C -1.53 -0.61 -5.23 -0.05
C -0.95 0.36 -4.43 -0.03
C 1.40 1.57 1.59 -0.45
N 1.29 0.28 1.30 -0.01
C 2.47 -0.32 1.65 -0.18
C 3.31 0.63 2.19 -0.10
N 2.62 1.81 2.15 -0.04
C 3.12 3.10 2.65 0.01
C 4.65 0.50 2.79 -0.21
C 4.84 -0.42 3.82 -0.02
C 6.10 -0.58 4.38 -0.04
C 7.17 0.18 3.92 -0.04
C 6.98 1.10 2.89 -0.05
C 5.73 1.25 2.32 -0.04
C 2.75 -1.73 1.34 -0.18
C 1.74 -2.68 1.37 -0.07
C 1.99 -4.01 1.04 -0.05
C 3.28 -4.41 0.72 -0.06
C 4.31 -3.47 0.72 -0.05
C 4.05 -2.14 1.01 -0.03
H -1.08 4.81 2.79 0.07
H -2.45 4.76 3.91 0.11
H -0.85 4.15 4.43 0.11
H -5.65 1.84 3.18 0.13
H -7.40 2.49 4.78 0.13
H -6.78 3.58 6.90 0.14
H -4.41 4.03 7.45 0.13
H -2.65 3.42 5.86 0.12
H -3.89 -0.24 0.45 0.10
H -5.40 -2.19 0.40 0.12
H -6.24 -3.16 2.51 0.13
H -5.59 -2.17 4.68 0.13
H -4.09 -0.22 4.75 0.13
H -0.27 5.55 -1.99 0.11
H -0.02 5.28 -0.26 0.07
H 1.33 5.08 -1.39 0.10
H 1.39 4.47 -3.82 0.11
H 1.22 5.67 -5.96 0.12
H -0.88 5.60 -7.26 0.12
H -2.82 4.33 -6.41 0.12
H -2.67 3.13 -4.26 0.13
H -3.08 0.24 -1.81 0.10
H -4.11 -1.50 -3.23 0.12
H -3.13 -2.02 -5.44 0.12
H -1.12 -0.82 -6.21 0.12
H -0.09 0.91 -4.79 0.11
H 3.85 2.90 3.43 0.11
H 3.60 3.66 1.85 0.11
H 2.30 3.67 3.06 0.07
H 4.01 -1.01 4.18 0.12
H 6.24 -1.28 5.19 0.12
H 8.15 0.06 4.37 0.12
H 7.82 1.68 2.53 0.12
H 5.60 1.96 1.51 0.12
H 0.74 -2.43 1.72 0.04
H 1.19 -4.73 1.07 0.11
H 3.49 -5.45 0.50 0.12
H 5.32 -3.78 0.49 0.12
H 4.86 -1.42 1.00 0.12
C -2.12 -5.22 2.60 0.00
N -1.90 -4.14 3.56 -0.16
C -1.94 -4.50 4.97 -0.01
C -1.65 -2.91 3.17 -0.30
O -1.59 -2.53 1.98 -0.23
H -3.07 -5.70 2.82 0.11
H -1.32 -5.96 2.69 0.11
H -2.13 -4.81 1.60 0.07
H -2.89 -4.98 5.20 0.10
H -1.85 -3.60 5.58 0.09
H -1.13 -5.18 5.21 0.11
H -1.50 -2.20 4.00 0.15
C 3.61 -2.91 -3.02 -0.03
N 3.74 -1.79 -3.95 -0.17
C 4.08 -2.19 -5.33 0.01
C 3.39 -0.57 -3.61 -0.63
S 2.47 -0.33 -2.13 0.94
N 3.69 0.51 -4.32 -0.17
C 4.92 0.63 -5.12 0.01
C 3.02 1.79 -4.06 -0.06
H 4.54 -3.48 -3.02 0.12
H 2.79 -3.56 -3.32 0.10
H 3.45 -2.56 -2.00 0.04
H 3.53 -3.10 -5.55 0.11
H 5.15 -2.39 -5.42 0.11
H 3.78 -1.41 -6.03 0.10
H 5.55 -0.24 -4.98 0.09
H 5.46 1.51 -4.77 0.11
H 4.69 0.76 -6.18 0.11
H 2.00 1.63 -3.73 0.04
H 2.98 2.35 -4.99 0.11
H 3.57 2.37 -3.32 0.11
Br -2.21 -6.29 -4.43 0.87
C -1.79 -4.90 -3.26 -0.69
C -0.68 -4.10 -3.50 -0.09
C -0.42 -3.07 -2.62 -0.16
N -1.16 -2.81 -1.54 -0.05
C -2.22 -3.61 -1.32 -0.15
C -2.57 -4.66 -2.14 -0.08
H -0.06 -4.26 -4.37 0.11
H 0.41 -2.40 -2.80 0.07
H -2.80 -3.39 -0.42 0.09
H -3.44 -5.27 -1.92 0.12

141
Properties=species:S:1:pos:R:3:lowdin_charge:R:1 method="wB97M-V/def2-TZVPD" gap_ev=7.19 e_lumo_ev=-4.031 total_charge=+1
C 6.29 -4.42 0.79 -0.14
C 5.86 -3.36 1.96 -0.25
C 4.26 -3.22 1.97 -0.22
C 3.73 -1.87 2.68 -0.19
C 4.09 -0.53 1.81 -0.18
C 2.77 -0.08 1.02 -0.18
C 3.01 0.92 -0.23 -0.13
C 4.37 0.70 -1.03 -0.02
C 4.73 -0.69 -1.68 -0.04
C 3.80 -1.98 -1.65 -0.15
C 2.95 -2.03 -3.01 -0.18
C 1.61 -1.15 -3.01 -0.18
C 0.56 -1.53 -1.85 -0.26
N -0.17 -0.31 -1.30 -0.02
C 6.11 -0.86 -2.44 0.10
C 7.04 0.37 -2.55 -0.12
F 8.27 0.27 -3.26 0.04
N 6.70 1.62 -1.93 0.14
C 5.44 1.83 -1.22 -0.04
C 5.23 3.33 -0.65 -0.11
C 5.17 4.41 -1.84 -0.16
C 3.76 4.47 -2.61 -0.23
O 3.17 3.18 -2.91 -0.11
H 7.43 -4.48 0.66 0.07
H 5.79 -4.17 -0.22 0.05
H 5.95 -5.49 1.06 0.09
H 6.17 -3.89 2.95 0.11
H 6.42 -2.37 1.81 0.10
H 3.86 -4.14 2.54 0.12
H 3.91 -3.34 0.88 0.08
H 2.62 -1.93 2.95 0.11
H 4.32 -1.77 3.66 0.11
H 4.31 0.28 2.58 0.10
H 4.97 -0.83 1.15 0.09
H 2.10 -0.94 0.66 0.09
H 2.12 0.51 1.78 0.11
H 2.85 1.99 0.15 0.09
H 2.15 0.73 -0.98 0.10
H 3.15 -2.09 -0.71 0.08
H 4.51 -2.90 -1.65 0.11
H 3.65 -1.64 -3.85 0.12
H 2.73 -3.13 -3.28 0.12
H 1.92 -0.04 -3.03 0.10
H 1.08 -1.34 -4.02 0.12
H 1.03 -2.07 -0.96 0.09
H -0.27 -2.20 -2.30 0.11
H -1.19 -0.45 -1.33 0.07
H 0.11 0.53 -1.84 0.06
H 6.41 -1.84 -2.92 0.13
H 7.38 2.40 -2.06 0.17
H 4.35 3.40 0.08 0.11
H 6.17 3.59 -0.03 0.13
H 6.08 4.21 -2.52 0.11
H 5.32 5.45 -1.34 0.13
H 2.99 5.13 -2.08 0.13
H 3.97 4.98 -3.63 0.13
H 3.54 2.84 -3.76 0.11
C 0.17 3.54 3.36 0.03
C -0.77 3.60 4.30 0.04
C -1.90 2.65 4.32 -0.37
O -2.76 2.71 5.18 0.10
C -1.95 1.63 3.26 0.04
C -1.01 1.57 2.31 0.03
C 0.12 2.52 2.30 -0.38
O 0.98 2.46 1.43 0.04
H 1.01 4.23 3.33 0.12
H -0.75 4.34 5.09 0.10
H -2.78 0.94 3.28 0.13
H -1.03 0.83 1.52 0.12
C -3.31 -6.74 -1.61 0.02
C -3.21 -5.49 -1.17 0.03
C -1.92 -4.78 -1.14 -0.39
O -1.83 -3.63 -0.73 0.08
C -0.73 -5.51 -1.63 0.02
C -0.82 -6.76 -2.07 0.03
C -2.12 -7.48 -2.10 -0.37
O -2.20 -8.62 -2.50 0.11
H -4.24 -7.28 -1.64 0.11
H -4.07 -4.94 -0.81 0.13
H 0.21 -4.97 -1.60 0.11
H 0.04 -7.31 -2.43 0.12
C -2.28 7.68 7.23 0.02
C -3.22 7.74 8.17 0.03
C -4.35 6.79 8.19 -0.38
O -5.21 6.85 9.05 0.11
C -4.40 5.77 7.12 0.03
C -3.46 5.71 6.18 0.02
C -2.33 6.66 6.16 -0.38
O -1.46 6.60 5.30 0.08
H -1.44 8.37 7.20 0.12
H -3.20 8.49 8.96 0.12
H -5.23 5.08 7.15 0.13
H -3.48 4.97 5.39 0.10
C 7.39 3.17 3.74 0.03
C 6.15 3.29 3.26 0.01
C 5.43 4.58 3.34 -0.39
O 4.29 4.69 2.90 0.09
C 6.13 5.72 3.96 0.02
C 7.37 5.60 4.44 0.03
C 8.09 4.32 4.36 -0.38
O 9.22 4.20 4.80 0.12
H 7.94 2.24 3.70 0.12
H 5.63 2.47 2.80 0.10
H 5.58 6.66 4.00 0.13
H 7.89 6.43 4.89 0.13
C -6.08 -9.72 -5.25 0.03
C -5.44 -8.77 -4.56 0.03
C -6.17 -7.62 -3.98 -0.36
O -5.58 -6.76 -3.35 0.07
C -7.63 -7.56 -4.20 0.02
C -8.27 -8.51 -4.89 0.03
C -7.54 -9.66 -5.46 -0.38
O -8.12 -10.52 -6.09 0.11
H -5.56 -10.57 -5.68 0.12
H -4.37 -8.80 -4.39 0.11
H -8.14 -6.72 -3.77 0.09
H -9.34 -8.48 -5.05 0.11
C -0.08 6.32 0.18 0.03
C -0.63 5.11 0.15 0.02
C -2.08 4.92 -0.02 -0.38
O -2.58 3.81 -0.05 0.10
C -2.91 6.13 -0.17 0.02
C -2.37 7.35 -0.14 0.03
C -0.91 7.54 0.04 -0.39
O -0.42 8.65 0.06 0.11
H 0.98 6.48 0.31 0.12
H -0.03 4.21 0.26 0.10
H -3.98 5.98 -0.30 0.12
H -2.96 8.25 -0.24 0.13
C -12.43 -3.62 -4.73 0.03
C -12.04 -4.90 -4.67 0.03
C -10.64 -5.27 -4.39 -0.36
O -10.29 -6.43 -4.34 0.08
C -9.68 -4.17 -4.17 0.03
C -10.06 -2.89 -4.22 0.03
C -11.46 -2.52 -4.50 -0.38
O -11.81 -1.36 -4.55 0.11
H -13.45 -3.33 -4.93 0.13
H -12.74 -5.71 -4.83 0.12
H -8.65 -4.46 -3.96 0.12
H -9.36 -2.07 -4.06 0.12

146
Properties=species:S:1:pos:R:3:lowdin_charge:R:1 method="wB97M-V/def2-TZVPD" relative_energy_kcal_mol=0.0 gap_ev=6.69 e_lumo_ev=-4.637 total_charge=+2
Cd 0.73 0.77 0.02 1.08
C -1.85 -3.44 4.81 -0.04
C -1.54 -2.47 3.85 -0.14
N -0.65 -2.62 2.90 0.11
C 0.01 -3.81 2.84 -0.16
C -0.23 -4.85 3.76 -0.15
C -1.19 -4.64 4.76 0.00
C 0.50 -6.06 3.64 -0.03
C 1.46 -6.16 2.69 -0.03
C 1.78 -5.11 1.79 -0.13
C 2.99 -5.31 0.98 -0.04
C 3.78 -4.39 0.44 -0.07
C 3.52 -2.91 0.42 -0.26
N 1.08 -2.90 0.92 0.05
C 1.00 -3.96 1.81 -0.14
H -2.60 -3.24 5.57 0.11
H -2.07 -1.52 3.86 0.09
H -1.40 -5.42 5.48 0.13
H 0.30 -6.87 4.33 0.12
H 2.05 -7.07 2.63 0.12
H 3.30 -6.35 0.90 0.12
H 4.66 -4.74 -0.09 0.12
H 4.23 -2.47 -0.29 0.13
C 2.09 -2.70 -0.09 -0.16
C 3.73 -2.15 1.75 -0.25
C 5.02 -2.61 2.44 -0.04
C 3.69 -0.61 1.42 -0.25
C 4.76 0.26 2.09 -0.07
O 4.05 0.85 3.19 0.02
C 2.75 0.79 2.88 -0.33
N 2.44 0.09 1.85 0.08
C 1.95 1.59 3.84 -0.12
C 2.51 1.72 5.11 0.00
C 1.98 2.58 6.06 -0.03
C 0.89 3.37 5.73 -0.03
C 0.31 3.23 4.48 -0.09
C 0.79 2.32 3.54 -0.29
P -0.18 2.21 2.00 1.02
C 0.01 3.89 1.31 -0.40
C -0.87 4.94 1.54 -0.09
C -0.62 6.19 1.01 -0.05
C 0.51 6.42 0.24 -0.05
C 1.41 5.38 0.01 -0.08
C 1.16 4.13 0.54 -0.15
C -1.91 2.11 2.56 -0.39
C -2.91 2.45 1.66 -0.13
C -4.24 2.38 2.02 -0.08
C -4.59 1.95 3.30 -0.05
C -3.60 1.59 4.20 -0.05
C -2.26 1.66 3.83 -0.09
H 1.93 -3.39 -0.92 0.11
H 1.95 -1.69 -0.49 0.05
H 0.62 -2.09 1.31 0.08
H 2.91 -2.37 2.43 0.14
H 5.91 -2.39 1.85 0.10
H 4.98 -3.69 2.58 0.09
H 5.13 -2.16 3.43 0.09
H 3.77 -0.51 0.34 0.06
H 5.10 1.07 1.45 0.11
H 5.62 -0.27 2.47 0.12
H 3.40 1.15 5.36 0.13
H 2.43 2.65 7.04 0.12
H 0.49 4.08 6.43 0.12
H -0.55 3.84 4.24 0.11
H -1.76 4.78 2.14 0.11
H -1.32 7.00 1.19 0.12
H 0.70 7.40 -0.17 0.12
H 2.30 5.56 -0.57 0.11
H 1.88 3.33 0.38 0.06
H -2.64 2.79 0.67 0.07
H -5.01 2.67 1.32 0.11
H -5.63 1.90 3.59 0.12
H -3.86 1.25 5.19 0.12
H -1.50 1.37 4.55 0.11
C 4.71 1.42 -1.26 -0.28
As 2.86 1.07 -1.78 1.06
C 3.19 -0.40 -3.00 -0.28
C 2.76 2.69 -2.90 -0.35
C 1.67 2.98 -3.94 -0.67
C 2.18 4.21 -4.72 -0.09
C 0.35 3.41 -3.29 -0.33
As -0.63 2.26 -2.03 1.08
C -1.65 1.13 -3.24 -0.28
C -2.03 3.58 -1.72 -0.27
C 1.50 1.77 -4.88 -0.38
As 0.99 2.10 -6.78 1.14
C -0.96 2.27 -6.66 -0.34
C 0.99 0.20 -7.26 -0.34
H 4.76 2.18 -0.48 0.03
H 5.24 1.79 -2.14 0.04
H 5.20 0.52 -0.92 0.03
H 3.87 -0.07 -3.79 0.04
H 2.27 -0.76 -3.44 0.01
H 3.66 -1.21 -2.44 0.02
H 3.72 2.66 -3.43 0.08
H 2.82 3.51 -2.19 0.07
H 2.50 4.99 -4.03 0.09
H 1.41 4.62 -5.36 0.08
H 3.03 3.94 -5.35 0.09
H -0.38 3.62 -4.08 0.07
H 0.51 4.34 -2.74 0.08
H -1.96 1.73 -4.10 0.02
H -2.53 0.77 -2.72 0.01
H -1.07 0.28 -3.58 0.02
H -2.35 3.96 -2.69 0.05
H -1.66 4.40 -1.11 0.02
H -2.89 3.12 -1.24 0.01
H 0.83 1.02 -4.45 0.05
H 2.47 1.29 -5.01 0.05
H -1.26 3.20 -6.19 0.01
H -1.41 1.42 -6.14 0.01
H -1.34 2.28 -7.68 0.03
H 2.01 -0.19 -7.26 0.02
H 0.59 0.10 -8.27 0.03
H 0.37 -0.38 -6.58 0.02
C -0.22 -3.16 -2.78 0.00
O -1.25 -2.85 -1.81 -0.09
C -1.17 -1.76 -1.06 -0.54
O -0.24 -0.97 -1.19 -0.21
H 0.33 -4.02 -2.42 0.10
H 0.44 -2.31 -2.93 0.07
H -0.74 -3.41 -3.70 0.10
Ge -2.83 -1.54 0.05 1.05
C -4.16 -0.83 -1.18 -0.33
C -4.41 -1.46 -2.40 -0.11
C -5.35 -0.95 -3.27 -0.07
C -6.05 0.20 -2.94 -0.07
C -5.82 0.83 -1.73 -0.07
C -4.88 0.31 -0.85 -0.12
C -3.42 -3.17 0.89 -0.32
C -4.48 -3.09 1.79 -0.12
C -4.97 -4.24 2.40 -0.07
C -4.39 -5.47 2.11 -0.07
C -3.33 -5.56 1.22 -0.07
C -2.85 -4.41 0.60 -0.10
H -2.43 -0.42 1.03 0.00
H -3.86 -2.36 -2.67 0.10
H -5.55 -1.45 -4.21 0.11
H -6.79 0.61 -3.63 0.11
H -6.38 1.72 -1.46 0.11
H -4.71 0.80 0.10 0.06
H -4.94 -2.13 2.01 0.10
H -5.80 -4.18 3.09 0.11
H -4.77 -6.37 2.59 0.11
H -2.88 -6.52 1.00 0.11
H -2.03 -4.49 -0.10 0.09